ORCA calculation (ωB97M-V/def2-TZVPD) on a molecular structure, C47H117N7O16Zn at a distorted geometry.

```
188
Properties=species:S:1:pos:R:3:forces:R:3:mulliken_charge:R:1
Zn 2.30007 0.84345 -2.24107 1.2 -2.2 1.9 -0.641
C 0.09606 -1.44141 0.76282 0.4 -0.8 0.2 1.181
C 1.27378 -0.58053 0.35021 0.1 1.0 0.1 1.078
O 1.19965 -0.12804 -0.95717 -0.1 0.2 -1.4 2.384
H 0.01174 -2.36911 0.18732 -0.2 0.4 -0.6 -1.214
H -0.81395 -0.84418 0.75659 -0.1 -0.3 -0.1 -0.522
H 0.26908 -1.86967 1.75900 -0.1 0.5 0.3 0.738
H 2.22478 -1.08991 0.57228 0.0 -0.1 0.0 -0.884
H 1.21794 0.30292 1.01561 0.3 -0.2 0.3 -1.433
C 5.89596 -0.66874 -1.76055 -0.8 -0.1 0.4 -1.393
C 4.72551 -1.01690 -2.69721 0.3 -1.3 0.3 0.827
C 4.01586 -2.27713 -2.15440 -0.4 0.1 -0.3 -1.128
O 3.87860 0.02803 -2.98749 -0.9 1.3 -0.2 -0.716
H 6.59049 0.04897 -2.19350 0.0 0.0 0.0 0.326
H 6.38685 -1.60751 -1.50146 0.4 0.1 -0.2 0.512
H 5.50257 -0.29507 -0.80766 0.0 0.2 0.0 0.148
H 5.21367 -1.38617 -3.61091 -0.1 0.3 -0.3 0.240
H 3.32985 -2.06289 -1.32948 0.1 0.2 0.1 -0.249
H 4.72187 -3.04688 -1.84200 0.1 0.1 0.0 0.805
H 3.41824 -2.74321 -2.94225 -0.1 0.2 -0.1 0.179
C 4.89776 5.20067 -3.79199 -0.2 -0.7 0.5 -0.760
O 4.61278 4.59582 -2.53715 0.0 0.1 0.1 -0.309
C 4.89139 3.19460 -2.52300 -0.7 1.0 -0.1 -0.714
C 4.39754 2.69183 -1.18824 0.8 -1.1 0.4 -0.622
N 2.92399 2.51058 -1.20047 0.2 1.2 -0.9 0.991
C 2.32942 2.73282 0.11570 -0.9 1.0 1.3 -0.179
C 2.22735 4.22548 0.46456 0.2 -0.7 0.3 -0.844
O 1.34393 4.85308 -0.43179 0.6 0.3 0.0 -0.203
C 1.30162 6.25804 -0.17650 -0.6 -0.6 -0.3 -0.894
H 4.23136 4.79177 -4.56013 0.0 0.1 -0.1 0.305
H 5.93122 4.96405 -4.06326 0.0 0.3 -0.2 0.299
H 4.71991 6.26272 -3.65538 0.2 0.1 -0.2 0.237
H 5.95511 3.03732 -2.70996 0.0 -0.3 0.2 0.587
H 4.30663 2.75808 -3.34275 0.3 -0.5 0.0 0.176
H 4.69101 3.34406 -0.36456 -0.1 0.4 -0.3 0.523
H 4.88711 1.74911 -0.93447 -0.3 -0.1 -0.3 0.087
H 2.64427 3.32010 -1.76781 -0.4 0.0 0.3 0.480
H 2.88135 2.27921 0.94087 0.3 -0.4 -0.4 0.344
H 1.31312 2.34765 0.21041 0.1 -0.3 -0.6 -1.128
H 3.23720 4.65520 0.49297 -0.1 0.4 -0.4 0.539
H 1.86053 4.34398 1.49270 -0.1 -0.2 0.0 0.563
H 0.91255 6.41842 0.83288 0.2 0.2 0.1 0.320
H 0.57947 6.66620 -0.88129 0.1 0.1 0.0 0.263
H 2.28104 6.71477 -0.32012 0.0 0.1 0.1 0.310
C -5.73085 3.06297 -5.52862 -0.3 -0.5 0.5 -0.752
O -5.02379 3.13607 -4.31042 0.1 0.3 -0.3 -0.384
C -4.55164 1.88442 -3.85347 -0.1 0.4 0.6 0.254
C -3.52947 2.16489 -2.76033 0.8 -0.9 -0.7 -0.867
N -2.90817 0.89582 -2.35826 -1.0 0.1 0.6 1.558
C -1.94938 0.98262 -1.25402 -0.1 -0.4 -1.2 1.118
C -2.56421 1.48593 0.04113 1.2 0.6 -0.5 0.603
O -2.75721 2.89607 0.05599 -0.7 0.2 0.0 -0.541
C -1.58624 3.66343 0.13418 0.2 -0.1 -0.5 -0.445
H -6.55766 2.35192 -5.42094 -0.1 -0.1 -0.2 0.321
H -5.08650 2.72073 -6.34304 0.1 0.1 -0.1 0.230
H -6.16184 4.03481 -5.74986 0.2 0.1 0.0 0.285
H -4.14407 1.29793 -4.68237 0.1 -0.1 0.0 -0.339
H -5.36473 1.32687 -3.37535 -0.1 -0.2 -0.3 0.363
H -4.05088 2.65624 -1.94665 0.2 0.1 0.1 0.530
H -2.72077 2.79207 -3.16509 -0.3 0.6 0.1 0.220
H -2.45303 0.49881 -3.18152 0.0 -0.1 0.3 -0.569
H -1.07224 1.54797 -1.60817 0.1 0.3 0.6 -0.284
H -1.55368 -0.02693 -1.11176 -0.1 0.0 0.2 -1.212
H -1.87782 1.27825 0.87359 -0.3 -0.5 -0.2 -1.403
H -3.54313 1.02034 0.13790 0.0 0.0 0.4 0.550
H -1.09221 3.55411 1.10574 0.0 0.3 -0.3 0.139
H -1.86676 4.69783 -0.05231 0.0 0.1 0.2 0.548
H -0.86442 3.40277 -0.64364 0.0 -0.1 0.0 0.166
C -3.03542 -2.04430 -8.10977 -0.1 -0.7 -0.1 -0.790
O -2.06938 -1.26432 -7.44133 -0.7 0.2 -0.2 -0.343
C -2.68762 -0.19721 -6.76228 0.3 0.6 0.7 -0.718
C -1.64863 0.58565 -5.97035 -0.2 -0.7 0.7 -1.025
N -1.29960 -0.07663 -4.68913 0.5 0.0 -0.1 0.048
C -0.68755 -1.39075 -4.83678 1.2 -0.4 -0.6 -1.565
C -0.02216 -1.91718 -3.55673 -0.4 0.4 -0.4 1.027
O 0.07394 -3.30924 -3.72661 -0.6 0.0 0.4 -0.555
C 0.47168 -4.03578 -2.58561 1.4 -0.5 -0.5 -0.175
H -2.51190 -2.87586 -8.57998 0.0 0.2 -0.2 0.275
H -3.61262 -1.47953 -8.84833 0.2 0.1 -0.1 0.330
H -3.77551 -2.50440 -7.44174 0.1 0.2 0.3 0.273
H -3.45627 -0.55889 -6.06524 0.1 -0.2 0.1 0.287
H -3.20896 0.51460 -7.41628 0.1 -0.2 -0.4 0.583
H -2.09153 1.53271 -5.65782 0.1 0.2 -0.4 0.635
H -0.74270 0.73713 -6.56677 -0.1 0.1 -0.3 0.435
H -0.50969 0.46755 -4.33750 -0.4 0.3 0.3 -0.140
H 0.13914 -1.30201 -5.56346 -0.1 -0.2 -0.2 0.410
H -1.32438 -2.16169 -5.26155 -0.5 0.2 0.3 0.413
H -0.57502 -1.63273 -2.65474 -0.1 -0.1 0.0 -0.683
H 0.97209 -1.46230 -3.46676 0.2 -0.1 0.2 0.152
H 1.55229 -3.89193 -2.45634 -0.1 0.1 0.4 -0.043
H 0.37366 -5.09108 -2.84292 -0.3 0.0 0.1 0.487
H -0.01845 -3.83277 -1.63004 -0.4 0.4 -0.3 -0.193
C -3.19493 -4.19991 -4.37234 0.2 0.6 0.6 0.133
O -4.07563 -3.71377 -3.37295 -0.6 -0.4 0.1 -0.511
C -3.68475 -2.52392 -2.76439 0.5 1.5 0.6 1.479
C -4.58200 -2.13509 -1.58460 -0.1 -0.8 -0.3 -1.124
N -4.46336 -3.00556 -0.40182 0.3 -0.2 -0.7 -0.322
C -3.25368 -2.77878 0.37649 0.0 -0.1 0.5 1.161
C -3.15531 -3.70156 1.57902 0.3 0.3 -0.2 -1.193
O -2.86946 -5.02303 1.17003 -0.5 0.0 0.2 -0.134
C -2.72735 -5.86300 2.29359 0.5 0.3 0.5 -0.999
H -3.23193 -3.55057 -5.25413 -0.1 -0.2 -0.2 -0.191
H -3.48782 -5.22334 -4.58719 -0.1 0.0 -0.2 0.370
H -2.16669 -4.17006 -3.99761 0.0 -0.2 -0.1 -0.129
H -3.76994 -1.61793 -3.38797 0.2 -0.4 -0.6 -0.077
H -2.63536 -2.58343 -2.43739 0.0 -0.1 -0.1 -0.582
H -5.59182 -2.23177 -1.99623 -0.2 0.1 0.3 0.468
H -4.41954 -1.08689 -1.33715 0.2 0.0 0.0 0.127
H -4.34488 -3.91747 -0.84339 -0.3 -0.3 0.5 0.446
H -3.25099 -1.76749 0.79481 -0.2 0.2 -0.2 -0.116
H -2.31173 -2.88774 -0.17781 0.0 0.0 -0.2 -0.483
H -4.06349 -3.67559 2.19120 -0.2 0.0 -0.2 0.522
H -2.33879 -3.32066 2.21131 0.1 -0.1 0.0 0.189
H -3.37346 -5.57431 3.13110 -0.4 -0.1 -0.3 0.411
H -1.72173 -5.75120 2.72353 0.1 -0.2 -0.2 0.306
H -2.90754 -6.89771 2.01536 0.0 0.0 -0.1 0.268
C 5.62329 -3.21495 1.03056 -0.6 -0.1 -0.2 -0.353
O 4.84245 -3.88817 2.00082 0.6 -0.5 0.2 -0.522
C 3.49230 -3.48459 2.08169 0.1 -0.5 -0.2 -0.596
C 2.62554 -4.18527 1.03556 0.0 0.1 0.3 0.827
N 2.54674 -5.61790 1.27930 0.7 0.0 0.5 -0.365
C 1.90050 -6.40492 0.26283 -0.7 -0.5 -0.4 -0.783
C 0.38475 -6.28761 0.37038 0.0 0.6 -0.1 0.649
O -0.18018 -7.04120 -0.67507 0.2 -0.2 -0.1 -0.471
C -1.52537 -6.78275 -0.99791 -0.2 -0.2 -0.4 -0.294
H 6.46978 -3.83490 0.74259 0.1 -0.1 0.3 0.381
H 5.98626 -2.25896 1.41404 0.0 0.1 0.0 0.299
H 5.02715 -3.06509 0.12844 0.1 0.3 0.0 -0.195
H 3.44713 -2.39490 1.98780 -0.3 0.0 0.0 0.033
H 3.15252 -3.82268 3.06216 0.0 0.3 0.1 0.475
H 3.04445 -3.95717 0.04691 -0.3 0.1 -0.2 0.047
H 1.61679 -3.78504 1.15287 0.0 0.2 -0.4 -0.431
H 3.47900 -5.96529 1.46952 0.0 0.0 0.0 0.367
H 2.14254 -7.46530 0.36663 0.2 0.1 0.3 0.404
H 2.16074 -6.16644 -0.78106 0.2 0.3 0.1 0.267
H 0.10520 -5.22997 0.25919 -0.1 0.0 0.0 -0.510
H 0.05225 -6.59188 1.36868 -0.1 -0.2 -0.1 0.334
H -2.22458 -7.26831 -0.31209 0.0 0.2 0.2 0.245
H -1.71145 -7.21491 -1.98259 0.1 -0.1 0.0 0.311
H -1.75947 -5.71839 -1.07021 0.1 0.1 0.2 -0.057
C -2.42334 -1.13493 4.50440 0.4 -0.4 -0.1 -0.450
O -2.65635 0.24073 4.30888 0.0 -0.3 0.3 -0.399
C -1.64414 0.80049 3.53291 0.5 1.3 -1.5 1.038
C -1.91578 2.26384 3.20507 -0.6 1.1 0.9 1.076
N -1.73725 3.18890 4.33601 0.2 -0.8 0.0 -0.103
C -2.68610 3.08211 5.43040 0.6 0.2 1.2 -1.098
C -4.13322 3.35315 5.08502 0.1 0.1 -0.5 -0.362
O -4.19739 4.68071 4.58853 0.2 0.1 -0.6 -0.338
C -5.37237 4.94837 3.86394 -0.4 0.4 0.3 -0.756
H -2.51155 -1.70053 3.56970 -0.3 0.1 -0.1 0.015
H -3.11198 -1.53098 5.24457 -0.2 0.1 0.0 0.368
H -1.40088 -1.33619 4.84562 0.0 0.2 0.2 0.209
H -1.60000 0.37085 2.51702 0.0 -0.7 0.4 -0.713
H -0.63712 0.71701 3.95673 -0.2 -0.2 0.4 0.393
H -2.92021 2.35964 2.76897 -0.1 -0.3 0.0 0.393
H -1.27511 2.66786 2.41828 0.3 -0.8 0.4 -2.077
H -1.66411 4.14839 4.03320 -0.2 0.0 -0.2 0.348
H -2.32845 3.77008 6.20460 -0.3 0.3 -0.2 0.586
H -2.57218 2.12881 5.95090 -0.2 -0.2 -0.5 0.338
H -4.84800 3.26090 5.90867 0.2 -0.3 0.2 0.489
H -4.40433 2.62751 4.30622 -0.3 0.1 0.0 0.225
H -6.20652 5.10587 4.55673 -0.2 -0.4 0.0 0.313
H -5.60806 4.16690 3.13980 0.0 -0.2 0.0 0.305
H -5.30563 5.89407 3.32562 0.5 0.0 0.0 0.252
C 4.30353 5.91574 7.88304 1.0 -0.8 0.6 -0.735
O 3.50061 5.09108 7.07449 -0.1 0.6 -0.7 -0.278
C 4.09482 3.81261 6.94568 -0.8 -0.6 1.0 -0.683
C 3.22121 2.86144 6.17438 -0.4 -0.2 -0.7 -0.423
N 3.14891 3.17817 4.73894 0.2 -0.2 0.1 -0.417
C 2.00321 2.52756 4.10338 -0.8 0.4 0.6 0.056
C 2.14165 1.04642 3.85637 0.4 0.6 -1.0 0.165
O 2.14617 0.29493 5.04892 0.0 -0.2 -0.7 -0.436
C 2.10411 -1.06792 4.70695 0.4 -1.0 0.5 -0.663
H 5.32272 5.95659 7.47731 -0.1 0.3 -0.2 0.311
H 4.44079 5.43437 8.86402 -0.2 0.1 0.1 0.295
H 3.93153 6.91799 8.06843 -0.5 -0.1 -0.5 0.249
H 4.09369 3.39507 7.96230 0.6 -0.1 0.0 0.427
H 5.10942 3.82283 6.53879 0.1 0.3 0.0 0.380
H 2.19902 2.83025 6.57877 0.1 0.2 0.3 0.263
H 3.59723 1.84502 6.30267 0.2 0.1 0.0 0.290
H 3.03222 4.18495 4.69580 -0.1 0.0 -0.2 0.327
H 1.77410 3.01999 3.15518 0.2 -0.1 -0.1 -0.528
H 1.09551 2.67601 4.70847 -0.1 0.0 0.0 0.609
H 3.03668 0.92935 3.22090 0.4 -0.5 0.5 0.512
H 1.35204 0.69608 3.17734 -0.3 0.1 0.3 -0.490
H 2.90752 -1.36052 4.02459 0.1 0.2 -0.1 0.370
H 1.16728 -1.41549 4.25721 -0.2 0.5 -0.1 0.049
H 2.24899 -1.66529 5.60725 0.0 0.2 0.1 0.390
```
Positions in Å, forces in eV/Å.

## Properties
- Kohn-Sham gap: 7.3 eV
- LUMO level: -0.895 eV
- ΔE to the lowest compared entry with this formula, charge and spin: 17.6 kcal/mol
- E_HOMO: -0.303 hartree
- Energy: -5227.03859 a.u.
- Multiplicity: 1